{"formula": "C27H73N10O5P3Tl", "method": "ωB97M-V/def2-TZVPD", "elements": ["Tl", "O", "H", "C", "C", "C", "C", "C", "C", "N", "O", "C", "C", "C", "H", "H", "H", "H", "H", "H", "H", "H", "H", "H", "H", "H", "H", "H", "H", "H", "H", "H", "O", "P", "N", "C", "C", "N", "C", "C", "N", "C", "C", "H", "H", "H", "H", "H", "H", "H", "H", "H", "H", "H", "H", "H", "H", "H", "H", "H", "H", "O", "P", "N", "C", "C", "N", "C", "C", "N", "C", "C", "H", "H", "H", "H", "H", "H", "H", "H", "H", "H", "H", "H", "H", "H", "H", "H", "H", "H", "O", "P", "N", "C", "C", "N", "C", "C", "N", "C", "C", "H", "H", "H", "H", "H", "H", "H", "H", "H", "H", "H", "H", "H", "H", "H", "H", "H", "H"], "coordinates": [[2.368883, 0.019601, 0.710354], [-0.401907, -0.492989, 0.532604], [-1.044867, -1.180659, 0.271374], [0.418833, 5.431461, 1.141474], [0.521843, 4.216431, 0.198764], [0.112123, 4.626541, -1.246856], [1.174103, 5.456641, -1.991146], [2.417253, 4.569401, -2.071736], [3.026483, 4.108591, -0.715956], [1.906083, 3.525881, 0.124994], [2.436393, 2.954591, 1.345334], [3.773813, 5.295381, -0.081706], [4.045273, 3.030221, -1.168836], [-0.576287, 3.157371, 0.590934], [1.030113, 6.282831, 0.842124], [0.633823, 5.218911, 2.188714], [-0.595497, 5.824791, 1.074194], [-0.867777, 5.103531, -1.266476], [-0.210127, 3.728791, -1.774406], [1.466253, 6.346931, -1.434246], [0.975893, 5.780401, -3.012906], [3.148993, 5.208811, -2.565496], [2.275803, 3.714891, -2.733476], [4.564793, 5.670431, -0.731166], [4.250163, 5.161551, 0.889524], [3.062473, 6.091851, 0.136784], [3.608793, 2.113041, -1.564276], [4.573483, 2.850871, -0.232386], [4.801383, 3.384151, -1.869636], [-1.570687, 3.227601, 0.150104], [-0.858997, 3.322221, 1.630644], [-0.187107, 2.142951, 0.503794], [1.505503, 0.688881, -1.974046], [0.952493, 0.064611, -3.232866], [-0.697247, 0.402341, -3.529796], [-1.567017, -0.281129, -4.552036], [-1.541677, 0.925981, -2.465576], [1.042853, -1.674459, -3.257826], [2.218493, -2.384059, -3.843036], [0.357123, -2.488039, -2.188186], [1.715083, 0.552441, -4.741706], [1.263653, 0.006271, -6.074176], [3.038583, 1.054421, -4.653016], [-1.288967, -1.334739, -4.525666], [-1.405377, 0.115551, -5.554346], [-2.614467, -0.350249, -4.258486], [-1.905937, 0.202491, -1.736206], [-2.343257, 1.566411, -2.833586], [-0.871967, 1.499401, -1.824666], [3.093193, -1.761309, -3.655456], [2.430153, -3.364739, -3.416936], [2.037633, -2.449279, -4.915946], [-0.513997, -1.894419, -1.910936], [0.079193, -3.470879, -2.568816], [0.924733, -2.679469, -1.277546], [0.478083, 0.594481, -6.548496], [2.058073, 0.080361, -6.816806], [0.983383, -1.045879, -6.023796], [3.773653, 0.285301, -4.415876], [2.997083, 1.820871, -3.879106], [3.371443, 1.722781, -5.447126], [-6.908117, -0.517809, 1.589224], [-5.944017, 0.462071, 2.098054], [-4.348107, -0.231079, 2.054904], [-3.450157, 0.182891, 0.998004], [-3.806817, -1.144069, 3.091734], [-6.108007, 0.792571, 3.776264], [-7.345697, 0.249201, 4.558574], [-5.258137, 1.764771, 4.444474], [-5.755447, 1.964621, 1.283734], [-4.680747, 2.982701, 1.429994], [-6.595577, 2.132441, 0.056954], [-4.004287, 0.487031, 0.110004], [-2.801187, -0.663949, 0.774864], [-2.899587, 1.021661, 1.423984], [-3.561407, -2.057149, 2.549364], [-4.528547, -1.319449, 3.889514], [-2.875777, -0.756709, 3.505514], [-8.278997, 0.615981, 4.131344], [-7.345247, -0.840199, 4.594884], [-7.493017, 0.602021, 5.579314], [-4.264237, 1.362681, 4.640904], [-5.319107, 2.669901, 3.840224], [-5.534737, 2.024861, 5.466204], [-4.022057, 2.691181, 2.248074], [-4.000957, 2.964241, 0.578144], [-5.140637, 3.947651, 1.643224], [-6.299817, 1.432541, -0.724556], [-6.749037, 3.138251, -0.334056], [-7.617007, 1.799871, 0.241834], [2.816363, -2.603889, 2.063404], [2.782913, -4.082309, 2.017274], [3.437133, -4.888929, 3.452814], [4.149223, -6.158999, 3.366524], [3.577373, -4.063779, 4.662594], [3.746203, -4.661099, 0.736354], [5.148253, -4.239499, 0.641664], [3.116813, -4.891229, -0.547356], [1.288483, -4.805219, 1.851824], [1.072603, -6.188399, 1.614884], [0.146413, -3.927619, 1.546374], [5.184453, -6.062619, 3.039264], [3.702323, -6.860629, 2.662184], [4.007423, -6.702049, 4.300924], [3.098653, -4.440239, 5.566584], [3.163493, -3.103399, 4.355234], [4.613493, -3.797899, 4.872044], [5.642663, -4.257649, 1.612914], [5.647363, -4.998219, 0.038884], [5.341783, -3.257719, 0.209524], [3.259743, -4.029579, -1.199456], [3.715523, -5.605319, -1.112786], [2.096613, -5.267109, -0.469916], [1.934143, -6.782099, 1.309314], [0.842403, -6.644359, 2.577804], [0.232653, -6.532169, 1.011224], [-0.161307, -3.399489, 2.448864], [-0.780207, -4.489429, 1.428784], [0.263233, -3.314749, 0.652604]], "forces_ev_per_angstrom": [[-1.461, -0.672, -0.068], [0.721, 0.220, -0.036], [0.813, 0.259, 0.160], [0.839, 0.313, 0.125], [-2.294, -0.932, -1.318], [-0.001, 0.479, -0.783], [0.484, -1.282, 0.576], [-0.082, 1.009, -0.040], [0.068, -0.476, -3.098], [3.573, -0.068, 7.254], [-3.542, 2.407, -6.938], [-0.671, 0.475, 1.213], [0.208, -0.225, 2.023], [0.798, 0.035, 1.582], [0.260, -0.181, -0.092], [0.037, -0.279, -0.109], [-0.169, -0.446, -0.070], [0.091, 0.571, 0.854], [0.884, -0.368, -0.353], [-0.334, 0.158, 0.098], [-0.679, -0.131, 0.157], [0.519, -0.319, 0.118], [-0.293, -0.127, 0.175], [-0.321, -0.213, -0.341], [-0.052, -0.845, 0.006], [0.066, 0.222, -0.387], [-0.271, 0.140, 0.108], [0.409, -0.770, -0.149], [-0.419, 0.474, -0.050], [0.498, 0.306, -0.984], [0.479, -0.260, 0.359], [-0.287, -0.145, -0.152], [-0.268, 0.018, -1.387], [-0.859, -1.522, -1.769], [-0.679, -0.350, 0.045], [1.635, -1.039, 0.584], [1.366, 0.724, 1.259], [0.142, -0.345, 0.881], [-0.364, 1.625, -0.058], [-0.071, 1.366, -0.874], [-1.950, -1.309, 0.360], [0.406, 0.306, 0.591], [0.627, 1.277, 0.973], [0.232, -0.204, -0.512], [-0.340, 0.036, 0.192], [0.095, 0.850, 0.091], [-0.406, -0.487, -0.379], [0.081, -0.115, -0.166], [-0.193, 0.454, 0.073], [0.354, -0.217, -0.250], [-0.485, 0.103, 0.101], [0.408, -0.354, -0.008], [-0.214, -0.380, 0.191], [-0.187, 0.155, -0.324], [0.459, 0.390, -0.039], [-0.318, 0.013, 0.502], [0.462, -0.064, 0.415], [-0.210, 0.108, 0.077], [0.401, 0.167, -0.143], [0.467, -0.335, 0.701], [-0.253, -0.692, -0.803], [-0.909, 0.866, -0.240], [3.173, -0.181, 2.074], [-1.928, 1.072, 0.724], [-0.220, -0.324, 0.978], [-0.326, 0.711, -1.416], [-2.323, -1.306, 0.877], [0.621, 0.600, -1.213], [-0.249, -0.092, -0.128], [-0.730, -0.092, -0.770], [-0.382, -1.618, 0.480], [-0.648, -1.123, 0.541], [0.107, -0.025, -0.035], [0.131, 0.318, -0.189], [0.826, 0.028, -0.712], [-0.014, -0.421, 0.401], [0.016, 0.000, -0.222], [0.083, 0.176, 0.163], [0.075, -0.310, -0.649], [0.034, 0.105, -0.247], [1.183, 0.279, 0.121], [0.507, 0.206, -0.746], [0.717, 0.229, 0.434], [-0.887, -0.142, -0.150], [-0.227, 0.155, 0.208], [-0.305, 0.406, -0.482], [0.262, 0.110, -0.236], [0.488, 0.318, -0.341], [0.800, 0.183, 0.341], [-0.047, -0.054, 0.449], [-0.696, 0.482, 0.357], [1.737, -2.736, 0.916], [-0.510, 1.163, -1.630], [-0.672, -0.172, -0.201], [0.235, 0.622, -1.218], [-0.652, 0.142, 1.099], [-0.130, -0.813, 0.327], [1.018, -0.117, -0.535], [-0.297, 2.193, -1.605], [0.251, -2.404, 1.631], [-0.759, -0.281, 0.756], [0.276, 0.008, 0.480], [-0.239, 0.347, -0.329], [0.570, 0.258, 0.291], [-0.119, -0.235, -0.215], [-0.369, 0.075, 0.559], [0.312, -0.419, 0.165], [-0.240, 0.022, 0.136], [0.193, 0.098, -0.146], [-0.391, 0.187, -0.195], [-0.803, 0.614, -0.002], [-0.041, -0.668, 0.224], [0.137, 0.385, -0.086], [0.309, 0.487, -0.392], [-0.151, -0.280, 0.325], [-0.010, 0.958, -0.533], [0.583, 0.902, -0.232], [0.304, -0.693, -0.479], [0.120, 0.290, 0.356]], "lowdin_charge": [1.026, -0.446, -0.087, -0.002, -0.393, -0.131, -0.142, -0.149, -0.443, 0.138, -0.036, 0.001, -0.031, -0.013, 0.073, 0.098, 0.107, 0.129, 0.107, 0.104, 0.124, 0.127, 0.110, 0.107, 0.098, 0.071, 0.051, 0.082, 0.106, 0.083, 0.086, 0.057, -0.432, 0.673, -0.275, -0.079, -0.137, -0.285, -0.089, -0.092, -0.280, -0.084, -0.157, 0.067, 0.063, 0.086, 0.065, 0.092, 0.037, 0.065, 0.073, 0.065, 0.059, 0.088, 0.044, 0.069, 0.083, 0.061, 0.078, 0.044, 0.093, -0.275, 0.578, -0.303, -0.133, -0.090, -0.291, -0.066, -0.132, -0.291, -0.127, -0.113, 0.079, 0.054, 0.063, 0.073, 0.075, 0.074, 0.065, 0.067, 0.066, 0.072, 0.055, 0.079, 0.054, 0.060, 0.088, 0.070, 0.080, 0.069, -0.405, 0.611, -0.287, -0.124, -0.112, -0.301, -0.101, -0.117, -0.299, -0.149, -0.089, 0.069, 0.059, 0.088, 0.081, 0.055, 0.078, 0.076, 0.086, 0.079, 0.066, 0.085, 0.075, 0.071, 0.087, 0.092, 0.089, 0.085, 0.048], "homo_ev": -9.6, "max_force_ev_per_a": 8.15, "charge": 1, "e_lumo_ha": -0.25666}